Record 1
{"formula": "C4H9O3", "method": "ωB97M-V with the def2-TZVPD basis set", "charge": -1, "largest_force_ha_per_bohr": 0.0501, "e_lumo_ev": 3.897, "species": ["O", "H", "H", "C", "C", "O", "C", "H", "H", "C", "H", "O", "H", "H", "H", "H"], "coordinates": [[0.24, 0.63, -1.21], [1.02, 1.46, 1.21], [-3.57, -1.75, 0.09], [-3.00, -1.33, 0.93], [-1.49, -1.43, 0.81], [2.45, 0.62, -1.70], [1.80, 1.19, 0.51], [-3.30, -0.32, 1.16], [-0.42, 0.10, 0.21], [1.49, 0.71, -0.94], [2.46, 0.50, 1.11], [-0.95, -0.14, 1.04], [-3.40, -1.89, 1.80], [-1.12, -2.01, -0.04], [2.55, 2.00, 0.48], [-1.12, -2.05, 1.67]], "nbo_charge": [-0.80, 0.21, 0.19, -0.64, -0.07, -0.74, -0.76, 0.22, 0.52, 0.77, 0.20, -0.78, 0.18, 0.17, 0.20, 0.13]}

***

Record 2
{"formula": "C4H9O3", "method": "ωB97M-V with the def2-TZVPD basis set", "multiplicity": 2, "charge": -2, "largest_force_ha_per_bohr": 0.0487, "e_lumo_ev": [7.078, 7.027], "species": ["H", "O", "C", "C", "O", "H", "C", "O", "H", "H", "H", "H", "H", "H", "C", "H"], "coordinates": [[-0.34, 0.77, -0.25], [0.51, 3.47, 1.49], [0.56, -1.06, 0.35], [0.05, -2.10, -0.60], [-0.71, -0.73, -2.44], [0.23, -3.14, -0.38], [-0.14, 0.26, 0.71], [0.63, 0.95, 1.63], [0.63, 2.01, 1.52], [-1.97, -1.45, -0.96], [1.12, 4.02, 0.97], [0.92, -0.96, -0.78], [1.36, -1.34, 1.05], [-1.13, 0.06, 1.14], [-1.06, -1.71, -1.58], [-1.39, -2.69, -2.06]], "lowdin_spin": [0.00, 0.00, 0.19, 0.55, 0.02, 0.06, 0.03, 0.00, 0.00, 0.02, 0.00, 0.05, 0.00, 0.01, 0.06, 0.00]}

***

Record 3
{"formula": "C4H9O3S", "method": "ωB97M-V with the def2-TZVPD basis set", "charge": -1, "largest_force_ha_per_bohr": 0.0347, "e_lumo_ev": 2.871, "species": ["C", "H", "C", "S", "H", "C", "H", "H", "O", "O", "H", "H", "H", "C", "H", "O", "H"], "coordinates": [[-0.49, -0.85, -0.35], [0.18, 0.89, 0.60], [1.90, -0.29, 0.24], [-2.85, -1.94, -1.25], [-0.59, -0.27, -1.26], [0.39, -0.19, 0.67], [-0.03, -1.78, -0.72], [-2.42, -0.45, 0.65], [2.15, 0.13, -0.91], [2.71, -0.81, 1.05], [-1.78, -2.03, 0.92], [1.74, 3.12, 0.37], [2.63, 3.61, -0.76], [-1.88, -1.26, 0.15], [0.28, -0.50, 1.71], [2.07, 3.89, -0.05], [-4.01, -1.26, -1.05]], "nbo_charge": [-0.40, 0.19, 0.76, -0.09, 0.22, -0.53, 0.20, 0.21, -0.80, -0.78, 0.20, 0.48, 0.48, -0.49, 0.20, -0.96, 0.11]}

***

Record 4
{"formula": "C4H9O4", "method": "ωB97M-V with the def2-TZVPD basis set", "charge": -1, "largest_force_ha_per_bohr": 0.1428, "e_lumo_ev": 3.615, "species": ["H", "H", "C", "H", "H", "H", "H", "C", "O", "H", "H", "O", "C", "O", "C", "H", "O"], "coordinates": [[0.65, 1.51, 0.45], [-2.64, -0.34, -0.53], [1.82, -0.44, 0.19], [-1.34, 1.82, -1.14], [-0.65, -0.78, 0.15], [0.22, -0.77, -1.53], [-1.61, 0.51, -2.38], [-0.30, -0.12, -0.70], [-2.75, 0.54, -0.88], [-0.27, -0.20, 1.55], [-1.93, 0.00, 1.55], [1.38, -0.81, 1.32], [-1.47, 0.79, -1.33], [-1.20, 0.03, 2.03], [0.89, 0.75, -0.24], [1.37, 1.08, -1.22], [2.64, -0.85, -0.53]], "nbo_charge": [0.21, 0.46, 0.79, 0.17, 0.22, 0.22, 0.15, -0.45, -0.73, 0.52, 0.44, -0.82, -0.07, -1.02, -0.55, 0.19, -0.71]}

***

Record 5
{"formula": "C4H9O4P", "method": "ωB97M-V with the def2-TZVPD basis set", "largest_force_ha_per_bohr": 0.0953, "e_lumo_ev": [-0.312, -0.269], "species": ["H", "H", "C", "H", "O", "C", "C", "O", "H", "H", "H", "P", "H", "O", "C", "H", "O", "H"], "coordinates": [[3.90, -2.44, -1.70], [-3.87, 0.41, -0.17], [0.03, 0.21, -0.16], [-1.95, -1.35, 0.54], [-1.69, 1.11, 1.32], [-2.16, -0.65, -0.21], [4.37, -1.50, -1.18], [5.15, -1.58, -0.31], [-1.63, 1.29, -0.68], [0.28, -0.39, 0.75], [-1.87, -1.09, -1.22], [1.23, 1.54, -0.34], [0.08, -0.42, -1.08], [-3.51, -0.54, -0.23], [-1.44, 0.60, 0.09], [2.31, 2.23, 1.51], [1.68, 1.46, 1.23], [-0.91, 1.11, 1.83]], "nbo_charge": [0.12, 0.48, -0.82, 0.17, -0.70, -0.06, 0.33, -0.46, 0.15, 0.24, 0.15, 0.81, 0.25, -0.72, 0.06, 0.51, -0.99, 0.48]}

***

Record 6
{"formula": "C4H9O5S", "method": "ωB97M-V with the def2-TZVPD basis set", "smiles": "COC(C)(OC)S(=O)(=O)[O-]", "charge": -1, "largest_force_ha_per_bohr": 0.0644, "e_lumo_ev": 3.963, "species": ["O", "H", "H", "H", "O", "O", "C", "C", "H", "H", "S", "H", "H", "O", "C", "C", "O", "H", "H"], "coordinates": [[1.40, -0.03, -0.20], [-0.59, -2.26, -2.16], [1.07, 1.83, 0.37], [2.59, 1.61, -0.69], [-0.66, 1.91, 1.05], [-1.09, 1.19, -1.21], [-0.73, -1.34, -1.59], [0.23, -0.82, 1.98], [-0.03, -0.69, -2.07], [0.78, 0.04, 2.41], [-1.19, 0.83, 0.21], [0.89, -1.75, 2.09], [-1.79, -1.06, -1.61], [-2.48, 0.28, 0.67], [1.57, 1.36, -0.47], [0.20, -0.38, 0.39], [-0.15, -1.54, -0.29], [0.77, 1.65, -1.20], [-0.80, -0.83, 2.34]], "nbo_charge": [-0.56, 0.15, 0.24, 0.17, -1.04, -1.03, -0.26, -0.66, 0.19, 0.21, 2.34, 0.20, 0.20, -0.99, -0.35, 0.29, -0.57, 0.23, 0.24]}

***

Record 7
{"formula": "C4H9OP", "method": "ωB97M-V with the def2-TZVPD basis set", "largest_force_ha_per_bohr": 0.0683, "e_lumo_ev": [0.642, 0.570], "species": ["H", "H", "H", "O", "C", "C", "H", "C", "C", "H", "P", "H", "H", "H", "H"], "coordinates": [[1.74, -0.71, 0.36], [-0.68, -1.14, 0.00], [2.66, -0.64, -1.94], [-1.24, 0.62, 1.59], [2.05, 0.25, -1.48], [-1.09, 0.91, 0.24], [-0.97, 1.94, 0.06], [1.23, -0.34, -0.48], [-0.26, -0.25, -0.59], [-0.63, -0.16, -1.59], [-1.90, -0.93, 1.87], [-2.04, -0.92, 3.31], [1.54, 0.86, -2.31], [2.76, 0.85, -0.97], [-3.18, -0.33, 1.93]], "nbo_charge": [0.18, 0.21, 0.22, -0.77, -0.67, 0.13, 0.16, -0.11, -0.54, 0.22, 0.62, -0.04, 0.21, 0.22, -0.05]}

***

Record 8
{"formula": "C4H9S", "method": "ωB97M-V with the def2-TZVPD basis set", "charge": -1, "largest_force_ha_per_bohr": 0.0280, "e_lumo_ev": 3.960, "species": ["C", "H", "H", "H", "H", "C", "H", "S", "C", "H", "H", "C", "H", "H"], "coordinates": [[1.93, 0.16, -0.95], [-3.54, -0.76, 2.00], [0.61, -1.19, -0.14], [-2.07, -0.52, 2.87], [1.48, 2.26, -1.27], [1.57, -1.08, -0.64], [0.07, 1.18, -0.58], [-2.10, 0.94, 0.86], [0.99, 1.30, -1.18], [-1.99, -1.42, 1.43], [0.47, 1.22, -2.15], [-2.48, -0.53, 1.84], [2.96, 0.40, -1.21], [2.09, -1.99, -0.89]], "nbo_charge": [-0.15, 0.16, 0.21, 0.16, 0.19, -0.44, 0.30, -0.72, -0.71, 0.16, 0.21, -0.74, 0.16, 0.18]}

***

Record 9
{"formula": "C4HBr2F8N", "method": "ωB97M-V with the def2-TZVPD basis set", "smiles": "FC(F)(F)N(Br)C(F)(F)F.FC(F)=CBr", "largest_force_ha_per_bohr": 0.0802, "e_lumo_ev": -0.382, "species": ["Br", "F", "C", "C", "F", "C", "H", "F", "F", "N", "C", "F", "Br", "F", "F", "F"], "coordinates": [[-0.63, -0.38, -2.93], [0.43, -0.15, 2.61], [-1.36, 2.20, -1.83], [1.22, -0.04, 1.54], [-0.19, -2.37, 2.15], [-0.41, 1.31, -2.03], [0.59, 1.59, -1.84], [-0.64, -2.81, 0.14], [-1.09, 3.34, -1.18], [0.78, -1.01, 0.58], [-0.32, -1.77, 0.97], [-1.44, -1.07, 0.89], [2.16, -2.03, 0.00], [1.07, 1.28, 1.18], [2.43, -0.29, 1.97], [-2.60, 2.20, -2.22]], "nbo_charge": [0.07, -0.31, 0.73, 1.08, -0.31, -0.45, 0.24, -0.32, -0.31, -0.62, 1.08, -0.30, 0.30, -0.31, -0.29, -0.28]}

***

Record 10
{"formula": "C4HF3NO2", "method": "ωB97M-V with the def2-TZVPD basis set", "charge": -1, "largest_force_ha_per_bohr": 0.0793, "e_lumo_ev": 3.147, "species": ["C", "C", "O", "C", "F", "F", "N", "C", "F", "H", "O"], "coordinates": [[1.40, 1.18, 0.75], [1.85, -1.00, -0.35], [2.33, -2.01, 0.03], [-3.01, -0.17, -0.21], [-2.00, 0.58, -1.02], [-2.34, -1.31, 0.22], [1.79, 2.02, 1.44], [1.04, 0.20, -0.23], [-2.86, 0.57, 0.97], [-0.11, 0.09, -0.28], [1.92, -0.16, -1.33]], "nbo_charge": [0.25, 0.81, -0.53, 0.43, -0.50, -0.45, -0.30, -0.18, -0.45, 0.33, -0.41]}

***

Record 11
{"formula": "C4HN3O", "method": "ωB97M-V with the def2-TZVPD basis set", "largest_force_ha_per_bohr": 0.0774, "e_lumo_ev": [-4.415, -4.419], "species": ["C", "C", "N", "H", "C", "N", "O", "C", "N"], "coordinates": [[-1.72, 1.44, -0.11], [-1.11, 1.24, 2.37], [1.50, 2.00, 0.17], [0.35, -1.28, 0.72], [-0.80, 1.39, 1.01], [-1.19, 1.15, 3.51], [-0.05, -0.67, 0.05], [0.43, 1.85, 0.58], [-2.39, 1.59, -1.03]], "nbo_charge": [0.25, 0.22, -0.13, 0.45, -0.04, -0.14, -0.65, 0.22, -0.17]}

***

Record 12
{"formula": "C4HNO2", "method": "ωB97M-V with the def2-TZVPD basis set", "largest_force_ha_per_bohr": 0.0632, "e_lumo_ev": [-1.477, -1.476], "species": ["O", "C", "C", "C", "O", "N", "H", "C"], "coordinates": [[0.67, 1.76, 0.01], [1.42, 0.57, -0.27], [1.37, -0.63, -0.20], [-0.54, 1.41, 0.18], [0.65, -1.69, 0.03], [-0.58, -1.23, 0.08], [-1.99, -0.16, 0.14], [-0.99, -0.02, 0.02]], "nbo_charge": [-0.41, 0.10, 0.20, 0.35, -0.28, 0.01, 0.22, -0.19]}